Density functional theory data (wB97M-V/def2-TZVPD) for a cluster of 10 separate species, C33H79N9O16 in total.

The value obtained for the total energy is -3000.9075 Ha. As for the gap between HOMO and LUMO: 0.293 hartree. The calculation puts the molar mass at 858.0 g mol⁻¹. As for the SMILES: O=C1C=C(O)C(=O)C=C1O.C[N+](=O)[O-].C[N+](=O)[O-].C[N+](=O)[O-].COC[C@H](C)N.COC[C@H](C)N.COC[C@H](C)N.COC[C@H](C)N.COC[C@H](C)N.COC[C@H](C)N. The maximum force is 2.46 eV/Å. The calculation puts the highest occupied orbital energy at -9.14 eV.

ORCA input file:
```
! RIJCOSX wB97M-V def2-TZVPD def2/J DEFGRID3
* xyz 0 1
C -16.82 25.26 -20.85
N -16.84 24.80 -19.43
O -17.63 23.93 -19.14
O -16.05 25.35 -18.70
H -17.15 24.36 -21.37
H -15.79 25.48 -21.09
H -17.59 25.95 -21.21
C -17.37 21.39 -16.30
N -16.15 22.21 -16.58
O -15.19 21.54 -16.91
O -16.21 23.41 -16.53
H -18.31 21.92 -16.37
H -17.16 21.02 -15.30
H -17.42 20.61 -17.06
C -16.12 14.92 -17.74
N -17.06 15.14 -18.89
O -17.21 14.20 -19.61
O -17.59 16.22 -19.00
H -16.49 14.57 -16.78
H -15.52 15.82 -17.64
H -15.42 14.21 -18.16
C -12.24 26.02 -20.15
C -11.56 24.98 -21.06
C -10.75 24.00 -20.20
O -9.48 24.65 -19.96
C -8.66 23.97 -18.98
N -12.62 24.13 -21.65
H -12.73 25.52 -19.32
H -13.01 26.48 -20.77
H -11.45 26.70 -19.83
H -10.87 25.36 -21.82
H -10.40 23.10 -20.72
H -11.26 23.62 -19.31
H -8.64 24.67 -18.15
H -7.69 23.73 -19.41
H -9.14 23.02 -18.74
H -13.30 24.75 -22.10
H -12.26 23.77 -22.54
C -15.27 23.21 -26.94
C -15.25 24.14 -25.71
C -16.49 25.05 -25.65
O -16.27 26.09 -24.72
C -17.36 26.88 -24.34
N -15.30 23.28 -24.51
H -15.66 23.78 -27.78
H -15.88 22.36 -26.65
H -14.24 23.01 -27.20
H -14.31 24.69 -25.64
H -17.35 24.50 -25.22
H -16.83 25.36 -26.65
H -18.16 26.25 -23.94
H -17.67 27.51 -25.18
H -17.12 27.57 -23.53
H -15.85 22.44 -24.65
H -15.61 23.73 -23.66
C -10.32 15.70 -16.06
C -11.73 15.17 -15.83
C -12.84 16.05 -16.36
O -12.79 17.31 -15.65
C -13.16 18.43 -16.40
N -11.78 13.82 -16.42
H -10.05 16.07 -17.05
H -9.57 14.94 -15.83
H -10.12 16.50 -15.34
H -11.78 15.12 -14.73
H -13.82 15.69 -16.02
H -12.86 16.12 -17.45
H -14.22 18.45 -16.69
H -12.55 18.64 -17.29
H -12.94 19.28 -15.74
H -12.46 13.23 -15.96
H -10.89 13.41 -16.21
C -17.68 17.81 -16.00
C -18.22 16.87 -14.91
C -19.36 16.04 -15.52
O -19.98 15.14 -14.65
C -20.94 15.68 -13.78
N -17.19 15.97 -14.44
H -18.51 18.08 -16.66
H -16.97 17.38 -16.71
H -17.29 18.75 -15.61
H -18.65 17.39 -14.04
H -18.91 15.48 -16.35
H -20.08 16.69 -16.02
H -21.64 16.36 -14.28
H -20.43 16.30 -13.03
H -21.46 14.87 -13.28
H -17.56 15.11 -14.06
H -16.55 16.35 -13.75
C -9.82 19.32 -18.79
C -8.62 18.39 -18.84
C -7.99 18.28 -20.22
O -6.83 17.46 -20.23
C -7.04 16.13 -19.82
N -7.72 18.83 -17.77
H -10.53 18.95 -19.53
H -9.63 20.35 -19.10
H -10.22 19.35 -17.77
H -9.00 17.40 -18.56
H -7.63 19.25 -20.57
H -8.65 17.85 -20.97
H -6.21 15.45 -20.03
H -7.97 15.69 -20.17
H -7.05 16.09 -18.72
H -8.18 18.82 -16.87
H -6.95 18.16 -17.69
C -20.81 24.69 -25.01
C -20.50 23.21 -24.80
C -21.28 22.48 -23.70
O -20.93 23.08 -22.44
C -19.64 22.76 -21.97
N -20.46 22.45 -26.05
H -20.30 25.38 -24.33
H -21.85 25.00 -24.88
H -20.51 24.96 -26.02
H -19.45 23.14 -24.49
H -21.07 21.42 -23.71
H -22.32 22.78 -23.82
H -19.58 21.66 -22.00
H -19.65 23.00 -20.90
H -18.78 23.16 -22.52
H -21.31 22.40 -26.60
H -19.82 22.88 -26.71
C -13.76 19.67 -20.01
C -13.84 20.90 -20.55
C -15.16 21.63 -20.84
O -15.26 22.69 -21.40
C -16.28 20.89 -20.29
C -16.25 19.67 -19.78
C -14.97 18.91 -19.60
O -14.99 17.77 -19.19
O -17.36 19.02 -19.42
O -12.73 21.45 -21.04
H -12.78 19.22 -19.91
H -17.24 21.38 -20.45
H -17.23 18.06 -19.38
H -12.88 22.39 -21.36
*
```

Density functional theory data (wB97M-V/def2-TZVPD) for a cluster of 9 separate species, C33H83NO18 in total.

The value obtained for the total energy is -2715.5735 Ha. The calculation puts the energy above the lowest of the compared OMol25 structures with the same formula, charge and spin at 79.4 kcal/mol. As for the gap between HOMO and LUMO: 0.336 hartree. The calculation puts the molar mass at 782.0 g mol⁻¹. As for the SMILES: C[N+](=O)[O-].COCCOC.COCCOC.COCCOC.COCCOC.COCCOC.COCCOC.COCCOC.COCCOC. The maximum force is 3.99 eV/Å. The calculation puts the highest occupied orbital energy at -9.14 eV.

ORCA input file:
```
! RIJCOSX wB97M-V def2-TZVPD def2/J DEFGRID3
* xyz 0 1
C -6.76 -28.49 -10.64
N -7.00 -29.85 -11.19
O -7.39 -30.74 -10.44
O -6.89 -29.98 -12.45
H -5.71 -28.35 -10.92
H -6.94 -28.71 -9.58
H -7.50 -27.76 -10.97
C -6.08 -35.75 -1.82
O -5.38 -34.96 -0.93
C -4.58 -33.93 -1.48
C -5.44 -32.70 -1.91
O -6.32 -32.88 -3.01
C -5.67 -32.98 -4.31
H -6.73 -36.40 -1.23
H -5.33 -36.39 -2.29
H -6.66 -35.30 -2.63
H -3.91 -34.24 -2.29
H -3.89 -33.64 -0.70
H -4.84 -31.80 -2.01
H -6.08 -32.52 -1.05
H -6.49 -32.88 -5.02
H -5.20 -33.95 -4.51
H -4.93 -32.19 -4.43
C -4.68 -13.20 2.05
O -5.34 -14.22 1.34
C -5.72 -15.32 2.16
C -5.97 -16.55 1.36
O -7.18 -16.42 0.52
C -7.52 -17.63 -0.19
H -3.82 -13.62 2.56
H -5.29 -12.88 2.90
H -4.30 -12.38 1.45
H -6.60 -15.14 2.77
H -4.91 -15.53 2.87
H -5.98 -17.38 2.08
H -5.10 -16.71 0.73
H -6.79 -17.66 -1.00
H -8.52 -17.67 -0.61
H -7.44 -18.51 0.43
C -7.28 -26.16 -4.65
O -6.37 -25.37 -5.36
C -6.68 -23.99 -5.15
C -5.62 -23.20 -5.98
O -4.36 -23.10 -5.35
C -4.30 -22.16 -4.33
H -6.99 -26.42 -3.63
H -7.45 -27.13 -5.12
H -8.28 -25.76 -4.49
H -6.44 -23.71 -4.12
H -7.72 -23.83 -5.45
H -5.93 -22.23 -6.38
H -5.37 -23.80 -6.85
H -5.07 -22.35 -3.58
H -4.48 -21.15 -4.70
H -3.36 -22.24 -3.78
C -6.87 -17.24 -8.59
O -8.04 -17.67 -7.96
C -9.29 -17.18 -8.44
C -10.30 -18.19 -7.95
O -10.06 -19.59 -8.30
C -11.22 -20.31 -8.19
H -5.91 -17.62 -8.24
H -6.75 -16.16 -8.48
H -6.84 -17.34 -9.68
H -9.19 -17.15 -9.53
H -9.46 -16.15 -8.14
H -11.25 -17.86 -8.37
H -10.33 -18.28 -6.86
H -11.91 -20.02 -8.98
H -11.70 -20.27 -7.21
H -10.98 -21.36 -8.37
C -10.22 -26.32 5.95
O -9.31 -25.28 5.61
C -9.80 -23.97 5.62
C -10.84 -23.48 4.65
O -10.39 -23.39 3.29
C -9.92 -24.53 2.62
H -10.73 -26.60 5.03
H -11.06 -26.07 6.60
H -9.72 -27.14 6.46
H -8.85 -23.44 5.54
H -10.17 -23.75 6.62
H -11.18 -22.51 5.02
H -11.63 -24.21 4.47
H -10.05 -24.48 1.54
H -10.49 -25.36 3.04
H -8.85 -24.62 2.82
C -12.12 -32.03 -0.34
O -12.40 -32.41 1.00
C -13.34 -31.68 1.77
C -14.77 -32.18 1.46
O -15.34 -31.96 0.08
C -16.51 -32.67 -0.36
H -11.62 -31.08 -0.51
H -13.11 -31.95 -0.79
H -11.57 -32.89 -0.74
H -13.25 -30.60 1.59
H -12.99 -31.88 2.78
H -15.45 -31.71 2.17
H -14.71 -33.25 1.61
H -16.70 -32.27 -1.36
H -17.37 -32.62 0.31
H -16.19 -33.70 -0.54
C 7.56 -19.88 -7.45
O 6.31 -20.16 -6.84
C 5.62 -19.01 -6.54
C 4.43 -19.34 -5.56
O 4.85 -20.08 -4.38
C 3.81 -20.34 -3.46
H 7.37 -19.20 -8.27
H 8.10 -20.75 -7.81
H 8.17 -19.29 -6.78
H 5.40 -18.56 -7.51
H 6.25 -18.29 -6.02
H 3.71 -19.91 -6.15
H 3.97 -18.40 -5.26
H 4.17 -20.82 -2.54
H 3.09 -20.98 -3.95
H 3.27 -19.41 -3.27
C -0.60 -27.76 -2.78
O 0.30 -28.86 -2.76
C 0.70 -29.30 -1.48
C 1.67 -30.48 -1.49
O 1.04 -31.65 -1.97
C 1.82 -32.76 -1.76
H -1.48 -28.13 -2.26
H -0.95 -27.53 -3.78
H -0.22 -26.84 -2.32
H -0.19 -29.56 -0.91
H 1.12 -28.43 -0.98
H 2.00 -30.47 -0.45
H 2.54 -30.23 -2.09
H 1.38 -33.70 -2.10
H 1.95 -32.89 -0.68
H 2.73 -32.78 -2.34
*
```

Density functional theory data (wB97M-V/def2-TZVPD) for a cluster of 9 separate species, C33H84O21S7 in total.

The value obtained for the total energy is -5674.7370 Ha. The calculation puts the energy above the lowest of the compared OMol25 structures with the same formula, charge and spin at 145.9 kcal/mol. As for the gap between HOMO and LUMO: 0.391 hartree. The calculation puts the molar mass at 1041.5 g mol⁻¹. As for the SMILES: CCOS(C)(=O)=O.CCOS(C)(=O)=O.CCOS(C)(=O)=O.CCOS(C)(=O)=O.CCOS(C)(=O)=O.CCOS(C)(=O)=O.CCOS(C)(=O)=O.CCCCCC.CCCCCC. The maximum force is 4.91 eV/Å. The calculation puts the highest occupied orbital energy at -10.74 eV.

ORCA input file:
```
! RIJCOSX wB97M-V def2-TZVPD def2/J DEFGRID3
* xyz 0 1
O 6.49 -3.89 -9.16
S 6.38 -3.60 -7.76
O 7.44 -2.89 -7.03
O 4.83 -2.94 -7.47
C 4.64 -2.17 -6.32
C 3.25 -2.10 -5.90
C 5.97 -5.29 -6.91
H 4.85 -1.11 -6.46
H 5.27 -2.38 -5.45
H 2.51 -2.02 -6.69
H 3.12 -1.31 -5.17
H 3.11 -3.08 -5.44
H 5.07 -5.71 -7.36
H 5.81 -5.14 -5.84
H 6.79 -5.99 -7.03
O -0.78 2.32 -5.77
S -2.26 2.30 -5.51
O -3.02 3.51 -5.28
O -2.98 1.48 -6.74
C -2.28 0.44 -7.47
C -3.03 0.17 -8.79
C -2.79 1.03 -4.27
H -2.07 -0.44 -6.88
H -1.36 0.89 -7.85
H -4.09 0.40 -8.70
H -2.94 -0.89 -9.01
H -2.60 0.72 -9.62
H -3.82 0.76 -4.52
H -2.52 1.26 -3.24
H -2.29 0.09 -4.52
O 1.66 -6.66 2.88
S 2.68 -5.63 3.20
O 3.06 -5.23 4.56
O 4.12 -6.15 2.43
C 4.16 -6.34 0.99
C 5.28 -7.33 0.62
C 2.22 -4.16 2.20
H 4.30 -5.49 0.33
H 3.22 -6.79 0.66
H 6.17 -6.83 1.01
H 5.46 -7.64 -0.41
H 5.26 -8.27 1.16
H 1.95 -4.49 1.20
H 3.05 -3.46 2.13
H 1.38 -3.77 2.77
O -9.15 -1.03 -1.35
S -8.01 -0.28 -0.89
O -6.89 -0.26 -1.82
O -8.46 1.31 -0.63
C -9.00 2.02 -1.76
C -7.90 2.71 -2.54
C -7.30 -0.93 0.71
H -9.73 2.76 -1.43
H -9.57 1.44 -2.48
H -7.21 3.15 -1.82
H -8.23 3.50 -3.22
H -7.37 1.98 -3.15
H -6.32 -0.44 0.80
H -7.17 -2.01 0.69
H -8.01 -0.58 1.46
O 2.80 0.52 0.98
S 1.90 0.50 -0.13
O 1.42 -0.72 -0.77
O 0.45 1.24 0.29
C 0.01 1.15 1.59
C -1.18 2.21 1.88
C 2.46 1.75 -1.35
H 0.69 1.35 2.42
H -0.36 0.13 1.73
H -1.07 3.05 1.19
H -1.24 2.58 2.90
H -2.15 1.77 1.67
H 2.47 2.70 -0.80
H 1.82 1.71 -2.23
H 3.50 1.64 -1.62
O 3.63 -0.56 9.53
S 2.31 -1.13 9.18
O 1.13 -0.90 10.05
O 1.94 -0.78 7.56
C 2.97 -0.28 6.80
C 2.88 1.22 6.52
C 2.70 -2.92 9.00
H 2.77 -0.85 5.89
H 3.90 -0.66 7.21
H 3.57 1.44 5.71
H 3.13 1.79 7.41
H 1.88 1.60 6.30
H 1.99 -3.24 8.24
H 2.50 -3.35 9.98
H 3.74 -3.08 8.71
O -5.22 -3.81 5.57
S -3.75 -3.71 5.72
O -3.03 -2.52 5.17
O -3.50 -3.69 7.35
C -4.54 -4.13 8.22
C -3.83 -4.08 9.57
C -2.96 -5.37 5.34
H -4.83 -5.13 7.90
H -5.38 -3.45 8.21
H -3.24 -4.99 9.48
H -4.49 -4.28 10.41
H -3.24 -3.18 9.77
H -2.86 -5.33 4.25
H -3.44 -6.24 5.80
H -1.92 -5.41 5.67
C -2.48 3.03 8.35
C -3.32 4.32 8.09
C -3.43 4.64 6.57
C -4.38 5.90 6.31
C -4.73 6.26 4.88
C -5.80 5.46 4.15
H -2.77 2.17 7.75
H -2.44 2.76 9.41
H -1.44 3.31 8.21
H -4.35 3.99 8.21
H -3.02 5.20 8.66
H -3.78 3.72 6.11
H -2.44 4.87 6.17
H -5.30 5.66 6.84
H -4.00 6.82 6.77
H -5.10 7.28 4.80
H -3.79 6.34 4.34
H -5.64 4.38 4.21
H -6.81 5.57 4.54
H -6.03 5.81 3.14
C 4.85 4.89 -6.37
C 4.41 5.08 -7.85
C 4.66 3.88 -8.85
C 6.12 3.48 -9.10
C 6.43 1.91 -9.29
C 7.52 1.53 -10.32
H 4.04 4.41 -5.82
H 5.16 5.75 -5.78
H 5.73 4.25 -6.35
H 3.38 5.38 -8.04
H 4.94 5.97 -8.17
H 4.18 4.06 -9.81
H 4.23 2.94 -8.50
H 6.50 3.98 -9.99
H 6.66 3.83 -8.22
H 6.73 1.54 -8.31
H 5.50 1.38 -9.44
H 8.50 1.91 -10.02
H 7.55 0.44 -10.32
H 7.31 1.84 -11.35
*
```